{"formula": "C22H54F12O21S13Zn2", "method": "ωB97M-V/def2-TZVPD", "total_charge": 0, "lumo_energy_ev": -0.94, "total_energy_ev": -336987.0691, "homo_lumo_gap_ha": 0.27898, "largest_force_ev_per_a": 3.45, "e_above_lowest_ev": 1.9761, "species": ["Zn", "Zn", "C", "F", "F", "F", "S", "O", "O", "O", "C", "F", "F", "F", "S", "O", "O", "O", "C", "F", "F", "F", "S", "O", "O", "O", "C", "F", "F", "F", "S", "O", "O", "O", "C", "S", "O", "C", "H", "H", "H", "H", "H", "H", "C", "S", "O", "C", "H", "H", "H", "H", "H", "H", "C", "S", "O", "C", "H", "H", "H", "H", "H", "H", "C", "S", "O", "C", "H", "H", "H", "H", "H", "H", "C", "S", "O", "C", "H", "H", "H", "H", "H", "H", "C", "S", "O", "C", "H", "H", "H", "H", "H", "H", "C", "S", "O", "C", "H", "H", "H", "H", "H", "H", "C", "S", "O", "C", "H", "H", "H", "H", "H", "H", "C", "S", "O", "C", "H", "H", "H", "H", "H", "H"], "positions_angstrom": [[-10.0228, 17.7448, -2.2605], [-10.7729, 21.7529, 0.9762], [-12.5769, 21.4611, -3.1977], [-11.4327, 21.7532, -3.7904], [-13.2315, 22.5332, -2.7988], [-13.2875, 20.7679, -4.0856], [-12.2223, 20.2981, -1.7158], [-11.6183, 21.0966, -0.6490], [-13.4931, 19.7193, -1.3344], [-11.2334, 19.3865, -2.2410], [-6.4774, 19.2499, -4.5417], [-6.0032, 18.0565, -4.2326], [-6.1219, 20.1508, -3.6198], [-5.9052, 19.6190, -5.6950], [-8.3338, 19.1812, -4.7967], [-8.7804, 20.5068, -5.1993], [-8.5099, 18.1818, -5.7965], [-8.8846, 18.7422, -3.4819], [-8.7905, 17.7268, 1.9820], [-8.2700, 18.1653, 3.1166], [-8.1995, 16.6142, 1.5726], [-10.0877, 17.4272, 2.0960], [-8.6927, 19.0304, 0.6014], [-9.1070, 18.3264, -0.6036], [-9.6339, 20.0876, 1.0186], [-7.2963, 19.4569, 0.5795], [-6.3642, 15.1170, -2.3111], [-5.5385, 14.7755, -3.2990], [-6.2101, 14.2451, -1.3073], [-5.9808, 16.3170, -1.8697], [-8.1413, 15.0189, -3.0124], [-8.6430, 13.6771, -2.7114], [-8.9015, 16.0951, -2.3483], [-8.0092, 15.2236, -4.4517], [-7.5255, 24.3888, -0.1502], [-8.6693, 23.3746, -1.1070], [-9.3511, 22.5786, 0.0065], [-7.6108, 22.1277, -1.8751], [-8.0718, 25.1551, 0.4014], [-6.8015, 24.8743, -0.8077], [-6.9204, 23.9097, 0.6209], [-6.9635, 21.6233, -1.1595], [-7.0309, 22.6602, -2.6288], [-8.2411, 21.3710, -2.3447], [-4.6095, 17.1858, 1.2260], [-2.8165, 17.6395, 1.2299], [-2.8147, 19.1447, 1.0560], [-2.5999, 17.3494, 3.0379], [-5.2275, 17.7474, 1.9270], [-4.6837, 16.1141, 1.4108], [-5.0123, 17.4441, 0.2458], [-3.2240, 18.0720, 3.5542], [-1.5299, 17.4913, 3.1931], [-2.7371, 16.2788, 3.1905], [-8.5363, 13.9230, 1.2495], [-8.7121, 12.0775, 1.0970], [-10.2285, 11.9810, 0.9399], [-8.0469, 11.9132, -0.6127], [-9.5105, 14.3515, 1.0359], [-7.7797, 14.3400, 0.5875], [-8.2607, 14.0269, 2.2983], [-7.0151, 12.2584, -0.6499], [-8.6375, 12.5633, -1.2585], [-8.1846, 10.8612, -0.8500], [-8.5147, 23.5152, 4.5815], [-9.5820, 22.1372, 4.1175], [-10.0247, 22.3840, 2.6759], [-10.9228, 22.5627, 5.2203], [-8.2961, 23.4550, 5.6517], [-8.9784, 24.4833, 4.3986], [-7.5132, 23.4630, 4.1550], [-11.1455, 23.6274, 5.1707], [-10.6198, 22.3408, 6.2456], [-11.7713, 21.9136, 5.0153], [-9.7369, 18.0474, 5.6836], [-11.2365, 18.6766, 6.5602], [-12.2640, 17.5990, 6.2889], [-10.5392, 18.2246, 8.1661], [-9.9676, 17.5916, 4.7251], [-9.2750, 17.2302, 6.2396], [-8.9690, 18.8177, 5.6009], [-9.7067, 18.9240, 8.2898], [-10.2388, 17.1875, 8.3040], [-11.1857, 18.3952, 9.0296], [-14.4355, 20.6198, 3.3103], [-13.4214, 19.8501, 1.9446], [-12.2159, 20.7729, 1.9413], [-12.8831, 18.3983, 2.9186], [-14.8709, 21.4812, 2.8025], [-13.8144, 20.9730, 4.1301], [-15.2545, 20.0034, 3.6764], [-12.4485, 17.6065, 2.3100], [-13.7013, 18.0665, 3.5517], [-12.0102, 18.6786, 3.5111], [-11.7049, 14.3613, -1.0294], [-12.1594, 15.9529, -0.3409], [-11.3040, 16.9584, -1.1017], [-13.8366, 16.1150, -1.0027], [-10.6401, 14.4275, -1.2634], [-12.1761, 14.1857, -1.9979], [-11.9360, 13.5461, -0.3459], [-13.7724, 15.8077, -2.0449], [-14.1838, 17.1411, -0.9020], [-14.4393, 15.4168, -0.4211], [-2.2685, 22.0586, -0.1365], [-4.0182, 22.1976, -0.5091], [-4.2792, 23.6604, -0.7722], [-4.7187, 21.8635, 1.1134], [-2.0609, 22.8002, 0.6358], [-1.7006, 22.2708, -1.0412], [-1.9570, 21.0657, 0.1870], [-5.8048, 21.9770, 1.0823], [-4.3686, 22.5432, 1.8941], [-4.5806, 20.8273, 1.4260], [-5.5473, 20.6364, 6.7828], [-4.6449, 20.3862, 5.2244], [-3.8430, 19.1597, 5.5473], [-6.1501, 19.8066, 4.3118], [-4.9127, 20.9111, 7.6225], [-6.1601, 19.7770, 7.0519], [-6.2219, 21.4877, 6.6360], [-5.9225, 19.5758, 3.2727], [-6.8163, 20.6709, 4.2544], [-6.5412, 18.9934, 4.9166]], "forces_ev_per_a": [[0.781, 0.201, -0.932], [0.068, -0.787, -0.306], [0.739, -1.834, 0.491], [0.119, 0.676, 0.330], [-0.050, 0.338, -0.102], [-0.459, 0.193, 0.263], [-0.496, -0.352, 0.273], [-0.809, 0.712, -1.279], [0.386, 0.358, -0.369], [-0.417, 0.320, -0.737], [-0.582, 0.248, -0.715], [0.040, -0.119, 0.458], [0.008, -0.128, 0.332], [-0.159, 0.073, 0.059], [-1.558, 0.340, -0.758], [0.908, -0.497, 1.097], [0.400, -0.522, -0.295], [1.004, 0.832, -0.307], [-0.484, 0.659, -2.554], [-0.124, -0.231, 0.099], [0.629, 0.218, 0.425], [-0.277, 0.055, 0.932], [1.155, 1.272, -0.575], [0.717, 0.498, 1.877], [1.054, -2.067, 0.350], [-1.208, -0.494, 0.471], [-0.277, 0.078, -0.744], [-0.078, -0.125, 0.249], [0.051, 0.030, 0.175], [-0.495, -0.054, 0.015], [-0.957, -0.572, -3.268], [0.586, 1.474, 0.443], [0.616, -0.788, 0.655], [0.480, 0.216, 1.955], [0.742, 0.546, -0.014], [0.311, -0.837, 1.015], [0.384, 0.979, -0.477], [0.141, 0.500, 0.028], [-0.458, -0.009, -0.448], [-0.152, -0.017, -0.184], [-0.247, -0.811, -0.373], [-0.048, 0.230, 0.214], [0.085, -0.161, -0.082], [-0.254, 0.262, -0.077], [0.415, 0.028, -0.505], [-1.570, 0.942, 0.912], [0.230, -0.852, 0.099], [0.918, -0.226, -1.605], [0.487, 0.085, 0.352], [-0.082, -0.005, -0.070], [0.223, -0.229, -0.120], [0.018, -0.335, 0.348], [-0.091, 0.447, 0.263], [-0.610, 0.123, 0.325], [0.663, -1.146, 0.316], [-1.470, 1.366, -1.481], [1.050, -0.530, 0.306], [-0.547, 0.012, 1.137], [-0.069, -0.187, 0.030], [0.055, -0.117, 0.100], [-0.054, 0.551, -0.058], [0.028, -0.390, 0.111], [0.026, -0.375, 0.288], [0.230, -0.005, -0.169], [0.430, 0.171, 0.532], [0.135, -0.050, -1.115], [0.462, 0.838, 2.229], [-0.097, 0.083, 0.356], [-0.445, -0.232, 0.107], [-0.095, -0.110, -0.281], [-0.302, -0.180, -0.643], [-0.258, -0.074, -0.269], [0.275, -0.076, -0.083], [-0.030, 0.180, -0.294], [0.446, -0.027, 0.337], [0.059, -3.100, -0.005], [0.279, 1.325, -0.096], [0.188, 0.979, 1.052], [-0.487, 0.566, -0.126], [-0.308, 0.052, 0.337], [-0.193, 0.182, -0.246], [0.263, -0.292, 0.121], [0.146, -0.040, -0.828], [-0.502, 0.409, -0.461], [-0.040, 0.140, -1.112], [0.073, 0.077, 1.715], [-0.693, -0.191, 0.687], [0.651, 0.189, -0.181], [-0.021, 0.085, 0.146], [0.282, -0.281, -0.119], [0.168, -0.278, -0.166], [-0.648, -0.013, -0.445], [0.057, -0.152, -0.064], [-0.358, 0.525, 0.291], [-0.080, -0.097, -0.502], [0.457, 0.418, -0.645], [-1.761, -1.042, 1.041], [0.622, -0.392, 0.014], [0.076, -0.073, 0.439], [-0.252, 0.179, 0.076], [0.204, 0.055, 0.126], [-0.247, 0.129, -0.044], [0.144, 0.026, 0.070], [-0.141, 0.035, -0.095], [0.277, 0.075, 0.343], [-0.352, 0.191, -0.285], [0.071, -0.517, 0.221], [-0.408, -0.251, 0.746], [0.158, 0.032, -0.068], [-0.268, 0.290, -0.086], [-0.499, -0.099, 0.152], [0.011, 0.141, -0.510], [0.379, 0.077, -0.228], [0.495, -0.029, -0.259], [-0.778, 1.044, -0.162], [-0.409, -1.389, 0.841], [-0.058, 0.500, -0.653], [0.724, 1.051, 0.333], [0.432, -0.208, -0.290], [0.257, -0.245, -0.201], [-0.045, -0.006, -0.023], [0.256, -0.388, 0.158], [-0.230, -0.129, 0.245], [-0.138, -0.145, -0.323]], "mulliken_charge": [1.32, 0.50, 0.39, -0.15, -0.19, -0.19, 1.43, -0.86, -0.76, -1.17, 0.65, -0.20, -0.21, -0.24, 1.19, -0.70, -0.68, -0.43, 0.11, 0.06, 0.01, -0.12, -0.97, 0.51, 0.67, 0.05, 0.52, -0.24, -0.23, -0.18, 1.01, -0.80, -0.39, -0.66, -0.86, 0.16, 0.04, 0.06, 0.41, 0.40, 0.09, -0.37, 0.65, -0.22, -0.31, 0.30, -0.52, -0.66, -0.21, 0.57, 0.04, -0.08, 0.40, 0.41, -0.33, 0.33, -0.62, -0.39, -0.08, 0.04, 0.45, 0.18, 0.03, 0.44, -1.34, 1.01, -0.35, -0.90, 0.41, 0.47, 0.36, 0.45, 0.43, -0.08, -0.70, 0.66, -0.68, -1.14, 0.06, 0.52, 0.18, 0.36, 0.34, 0.38, -1.09, 0.54, -0.22, -0.31, 0.41, 0.13, 0.44, -0.10, 0.56, -0.21, -0.61, 0.43, -0.31, -1.17, -0.24, 0.42, 0.43, 0.38, 0.26, 0.43, -1.01, 0.81, -0.72, -0.23, 0.34, 0.36, 0.28, -0.31, 0.55, -0.01, -0.87, 0.56, -0.66, 0.15, 0.40, 0.26, 0.21, -0.36, -0.04, 0.29]}